13 unconnected molecules or ions with the total composition C21H41Cl24F4NO4S. Source: the OMol25 dataset; level of theory: the ωB97M-V functional and the def2-TZVPD basis.

Last column: Mulliken charge in e.
Atoms and positions in Å:
C1 -3.66922 -3.22892 -0.00596  -0.618
C2 -2.16138 -3.36690 -0.55702  0.454
O1 -1.18272 -2.98634 0.45555  -0.441
C3 -0.68407 -1.68566 0.08088  -0.222
C4 0.30535 -1.03303 1.13475  0.168
C5 -0.37411 -0.53095 2.49039  -0.984
C6 -1.67144 0.37918 2.29753  0.834
C7 -1.38014 1.92131 1.97889  -0.821
N1 -2.07582 2.46264 0.77018  0.201
C8 -1.43673 2.06095 -0.50001  -0.437
O2 -0.23590 2.91218 -0.61787  -0.341
C9 0.52633 2.52380 -1.71395  0.848
F1 1.52367 3.51061 -1.86288  -0.279
F2 1.22349 1.32501 -1.51040  -0.195
F3 -0.17971 2.53234 -2.92736  -0.248
S1 -3.76218 2.19030 0.78155  1.176
O3 -4.27156 2.23052 2.19586  -0.583
O4 -4.48661 3.24416 -0.01614  -0.624
F4 -4.21414 0.72309 0.13481  -0.208
H1 -3.97638 -4.16073 0.55968  0.303
H2 -4.37480 -3.11447 -0.89487  0.045
H3 -3.81391 -2.28432 0.62507  0.139
H4 -2.10222 -2.67993 -1.47650  -0.466
H5 -2.00950 -4.43348 -0.92916  0.359
H6 -0.08239 -1.83648 -0.89087  0.240
H7 -1.57905 -1.03987 -0.19822  -0.021
H8 1.04133 -1.86089 1.43487  0.374
H9 0.96704 -0.22349 0.65869  -0.104
H10 -0.58024 -1.43409 3.15107  0.414
H11 0.42136 0.08695 3.03713  0.169
H12 -2.22457 0.35876 3.30318  0.249
H13 -2.35757 -0.14095 1.55929  -0.274
H14 -0.24755 2.03991 1.79906  -0.070
H15 -1.63525 2.58672 2.87108  0.228
H16 -1.06472 0.98850 -0.52808  0.020
H17 -2.09804 2.34439 -1.38396  0.544
C10 -2.53659 -2.85685 -4.94438  -0.201
Cl1 -2.18515 -4.55643 -4.60449  -0.147
Cl2 -2.75888 -1.93887 -3.45179  -0.046
H18 -1.70649 -2.42858 -5.50037  0.132
H19 -3.44804 -2.79586 -5.53665  0.269
C11 4.37904 1.31879 -0.84202  1.292
Cl3 5.35150 2.24208 0.30993  -0.184
Cl4 4.40285 -0.40772 -0.45901  -0.154
H20 3.35312 1.67488 -0.80286  -0.511
H21 4.78160 1.46455 -1.84303  -0.415
C12 5.19296 -0.29604 -4.68641  -0.078
Cl5 5.60013 1.33923 -4.15369  -0.180
Cl6 6.08612 -1.51107 -3.76336  -0.159
H22 4.12592 -0.45836 -4.54447  0.195
H23 5.44430 -0.39710 -5.73751  0.158
C13 1.22069 2.62627 5.29881  -0.074
Cl7 2.52391 1.58189 5.87695  -0.171
Cl8 0.98828 2.45436 3.55318  0.092
H24 0.29827 2.35341 5.80490  -0.161
H25 1.47144 3.66173 5.52141  0.397
C14 1.81592 -3.93211 3.95440  -0.353
Cl9 2.76519 -4.45953 5.34959  -0.178
Cl10 1.49373 -2.19491 4.01548  -0.040
H26 2.37031 -4.15633 3.04511  0.299
H27 0.86799 -4.46656 3.94980  0.311
C15 -1.33507 4.20066 8.34379  -0.253
Cl11 -0.03174 3.15683 8.92331  -0.143
Cl12 -1.56479 4.02666 6.59941  -0.031
H28 -2.25819 3.92826 8.84970  0.099
H29 -1.08415 5.23629 8.56471  0.333
C16 0.32398 6.00828 2.06383  0.189
Cl13 1.90698 6.35691 2.76833  -0.164
Cl14 -0.90911 5.82745 3.31745  -0.120
H30 0.04132 6.82787 1.40637  0.367
H31 0.38679 5.08267 1.49408  -0.265
C17 4.23991 2.50946 -8.12038  -0.277
Cl15 4.55760 0.79595 -7.83040  -0.132
Cl16 4.07106 3.40733 -6.60638  -0.126
H32 5.06745 2.92923 -8.68858  0.279
H33 3.31725 2.60295 -8.68949  0.278
C18 6.49060 -4.77884 -1.67951  0.280
Cl17 5.36110 -6.08114 -2.07151  -0.160
Cl18 8.15957 -5.36032 -1.66788  -0.156
H34 6.39578 -3.99352 -2.42612  -0.181
H35 6.24701 -4.38413 -0.69516  0.240
C19 -4.17784 1.43772 7.21393  -0.231
Cl19 -2.68000 0.52153 7.41640  -0.122
Cl20 -4.46918 2.50029 8.59734  -0.172
H36 -4.10308 2.04322 6.31257  0.167
H37 -5.00877 0.74118 7.12291  0.359
C20 -6.48117 -2.82901 -4.09030  -0.377
Cl21 -6.10768 -1.19233 -3.53646  -0.113
Cl22 -5.58185 -4.03811 -3.16647  -0.104
H38 -7.54679 -3.00970 -3.96535  0.342
H39 -6.21318 -2.91627 -5.14158  0.258
C21 1.06023 -3.29719 -6.35107  -0.322
Cl23 0.79437 -2.36933 -4.87027  -0.081
Cl24 0.55339 -2.38459 -7.77785  -0.157
H40 2.11987 -3.52888 -6.43735  0.309
H41 0.48353 -4.21901 -6.29778  0.266

Values from the calculation:
Orbital gap   9.63 eV
2S+1   1
E_tot   -354362.0908 eV